1.
This record from the OMol25 dataset describes a cluster of 12 separate species, C40H101N17O12 in total. The level of theory is the ωB97M-V functional and the def2-TZVPD basis.

Calculated values
Relative energy (zero: lowest compared OMol25 entry of this formula, charge and spin) ... 34.8 kJ/mol
Kohn-Sham gap ... 8.6 eV
SMILES ... CC1(C)CCCC(C)(C)N1O.CC1(C)CCCC(C)(C)N1O.CC1(C)CCCC(C)(C)N1O.NC(N)=O.NC(N)=O.NC(N)=O.NC(N)=O.NC(N)=O.NC(N)=O.NC(N)=O.CC(C)O.CC(C)O
LUMO ... 0.38 eV
HOMO level ... -8.255 eV

The geometry in ORCA input format:
```
! RIJCOSX wB97M-V def2-TZVPD def2/J DEFGRID3
* xyz 0 1
C -15.105 -14.832 15.573
C -13.971 -15.811 16.188
C -14.102 -15.705 17.743
C -14.142 -17.236 15.699
C -13.685 -17.325 14.216
C -12.217 -16.924 14.214
C -11.989 -15.445 14.601
C -10.475 -15.053 14.817
C -12.661 -14.520 13.510
N -12.569 -15.308 15.933
O -12.544 -13.923 16.347
H -15.106 -14.866 14.491
H -16.110 -15.130 15.878
H -14.997 -13.740 15.904
H -13.193 -15.916 18.205
H -14.435 -14.669 17.933
H -14.873 -16.436 18.048
H -13.542 -17.959 16.270
H -15.202 -17.397 15.821
H -13.699 -18.379 13.833
H -14.296 -16.783 13.457
H -11.857 -16.911 13.151
H -11.664 -17.542 14.937
H -10.407 -13.948 14.670
H -9.834 -15.504 14.104
H -10.344 -15.317 15.853
H -11.945 -14.202 12.732
H -13.017 -13.565 13.868
H -13.452 -15.070 13.091
H -12.308 -13.863 17.264
C -18.152 -9.404 12.718
C -17.704 -10.594 13.577
C -18.592 -10.674 14.794
C -17.742 -11.905 12.839
C -16.569 -12.013 11.830
C -15.155 -11.996 12.507
C -15.092 -10.650 13.227
C -13.825 -10.600 14.122
C -14.966 -9.557 12.179
N -16.274 -10.452 14.138
O -16.159 -9.153 14.579
H -19.121 -9.632 12.426
H -18.261 -8.501 13.269
H -17.594 -9.223 11.791
H -18.495 -11.560 15.438
H -18.435 -9.838 15.473
H -19.640 -10.598 14.494
H -17.670 -12.628 13.632
H -18.631 -11.991 12.220
H -16.745 -12.887 11.241
H -16.710 -11.235 11.096
H -14.399 -12.069 11.716
H -15.019 -12.819 13.226
H -13.674 -9.581 14.476
H -12.953 -10.878 13.503
H -13.923 -11.395 14.914
H -15.723 -9.640 11.410
H -14.009 -9.655 11.649
H -14.997 -8.567 12.593
H -15.840 -9.266 15.485
C -6.977 -10.051 16.377
C -7.020 -9.811 14.909
C -6.664 -8.292 14.797
C -6.039 -10.697 14.220
C -6.259 -10.610 12.705
C -7.669 -11.082 12.382
C -8.779 -10.227 12.989
C -8.866 -8.897 12.236
C -10.088 -10.884 12.887
N -8.401 -10.194 14.478
O -9.349 -9.330 15.135
H -7.270 -11.078 16.561
H -7.670 -9.361 16.935
H -5.999 -9.990 16.838
H -7.492 -7.753 15.339
H -6.554 -7.797 13.817
H -5.892 -8.006 15.484
H -5.006 -10.495 14.517
H -6.162 -11.710 14.527
H -5.499 -11.151 12.098
H -6.183 -9.527 12.344
H -7.910 -12.111 12.737
H -7.848 -11.123 11.331
H -7.898 -8.558 11.790
H -9.552 -8.962 11.394
H -9.290 -8.100 12.818
H -10.135 -11.916 13.126
H -10.819 -10.292 13.465
H -10.483 -10.730 11.872
H -9.809 -9.945 15.717
N -17.164 -4.804 18.541
C -16.567 -4.822 17.316
N -15.714 -5.901 16.987
O -16.848 -3.932 16.488
H -16.516 -5.150 19.295
H -17.532 -3.898 18.725
H -15.848 -6.149 15.986
H -15.543 -6.676 17.655
N -8.290 -6.600 19.956
C -9.447 -7.119 19.439
N -9.370 -7.753 18.271
O -10.508 -6.855 19.952
H -7.457 -6.895 19.580
H -8.207 -6.398 20.952
H -10.205 -8.046 17.767
H -8.481 -7.739 17.844
N -11.156 -11.394 16.743
C -11.041 -11.770 18.027
N -10.988 -10.717 18.913
O -11.031 -12.955 18.389
H -11.339 -12.145 16.080
H -11.448 -10.442 16.567
H -10.569 -10.838 19.820
H -10.677 -9.844 18.555
N -13.306 -7.258 15.768
C -12.077 -7.658 15.985
N -11.200 -6.990 15.177
O -11.758 -8.518 16.840
H -13.494 -6.545 15.157
H -13.908 -7.490 16.526
H -11.552 -6.151 14.737
H -10.291 -7.171 15.142
N -13.579 -8.188 19.657
C -14.066 -7.025 20.086
N -13.300 -6.410 21.003
O -15.119 -6.616 19.569
H -13.917 -8.480 18.739
H -12.633 -8.434 19.873
H -13.784 -5.645 21.472
H -12.311 -6.654 20.959
N -12.203 -5.072 18.018
C -12.823 -4.014 17.344
N -13.620 -3.146 17.992
O -12.597 -3.908 16.148
H -12.472 -5.261 18.937
H -11.912 -5.816 17.422
H -14.229 -3.570 18.668
H -14.053 -2.447 17.371
N -16.728 -10.145 18.375
C -15.535 -10.088 17.841
N -14.745 -11.249 17.905
O -15.201 -9.038 17.302
H -16.971 -11.071 18.721
H -16.933 -9.268 18.786
H -15.143 -12.119 18.232
H -14.084 -11.263 17.116
C -13.224 -2.874 13.152
C -13.007 -4.218 12.519
C -11.539 -4.647 12.305
O -13.627 -5.325 13.155
H -13.107 -2.169 12.382
H -12.509 -2.633 13.907
H -14.245 -2.857 13.563
H -13.362 -4.136 11.436
H -11.098 -3.807 11.784
H -11.663 -5.528 11.635
H -10.933 -4.941 13.165
H -14.431 -5.040 13.538
C -18.259 -6.224 14.356
C -17.211 -5.439 13.492
C -17.779 -4.081 13.061
O -16.089 -5.104 14.295
H -17.726 -6.998 14.913
H -19.084 -6.734 13.878
H -18.625 -5.558 15.110
H -16.952 -6.099 12.701
H -18.483 -4.093 12.264
H -16.960 -3.483 12.605
H -18.076 -3.437 13.931
H -16.431 -4.455 15.036
*
```

---

2.
This record from the OMol25 dataset describes a structure of composition C40H102Li4N10O16. The level of theory is the ωB97M-V functional and the def2-TZVPD basis.

Calculated values
Kohn-Sham gap (spin up / spin down) ... 4.2 / 7.0 eV
LUMO (spin up / spin down) ... -2.88 / -3.10 eV
HOMO level (spin up / spin down) ... -7.123 / -10.133 eV

The geometry in ORCA input format:
```
! RIJCOSX wB97M-V def2-TZVPD def2/J DEFGRID3
* xyz 1 2
Li 0.639 -3.756 1.063
Li -1.703 -2.992 -1.923
Li -3.305 -1.295 -3.606
Li -2.530 -3.130 0.889
O -1.420 -0.938 -2.728
C -1.179 -0.374 -1.446
C -0.366 -1.023 -0.282
O -0.727 -2.338 0.171
H -2.155 -0.105 -1.042
H -0.772 0.637 -1.486
H -0.262 -0.365 0.581
H 0.636 -1.133 -0.697
C -0.071 1.140 -5.361
O 0.465 1.743 -6.293
N -0.456 -0.064 -5.459
N -0.378 1.785 -4.303
H -0.382 -0.401 -6.408
H -0.898 -0.554 -4.694
H -0.078 2.740 -4.167
H -0.817 1.319 -3.521
C 3.041 -1.344 -3.644
O 4.078 -0.962 -4.099
N 2.914 -2.196 -2.675
N 1.912 -0.916 -4.119
H 3.841 -2.452 -2.367
H 2.035 -2.509 -2.289
H 1.005 -0.981 -3.680
H 1.916 -0.230 -4.860
C -0.599 2.227 4.955
O -0.853 0.816 5.118
C -0.892 -0.069 4.003
C -1.242 -1.584 4.401
N -2.540 -1.669 5.100
C -2.843 -3.003 5.528
C -3.442 -3.103 6.952
O -2.573 -3.317 7.951
C -2.233 -4.648 8.124
H -1.436 2.770 4.516
H 0.237 2.528 4.324
H -0.371 2.681 5.919
H 0.109 -0.174 3.585
H -1.590 0.192 3.208
H -0.447 -1.887 5.082
H -1.182 -2.212 3.512
H -2.676 -0.925 5.769
H -1.843 -3.436 5.566
H -3.330 -3.584 4.745
H -4.245 -3.836 7.021
H -3.783 -2.099 7.206
H -1.330 -4.682 8.734
H -2.061 -5.232 7.220
H -2.960 -5.163 8.752
C 5.936 5.685 -2.956
O 4.773 6.333 -3.377
C 3.820 6.586 -2.344
C 3.102 5.459 -1.611
N 2.528 4.514 -2.616
C 1.714 3.425 -1.970
C 0.428 3.964 -1.486
O -0.375 4.155 -2.672
C -1.751 4.441 -2.500
H 5.710 4.715 -2.514
H 6.451 6.224 -2.160
H 6.646 5.445 -3.748
H 3.080 7.144 -2.917
H 4.281 7.229 -1.595
H 2.420 5.891 -0.879
H 3.800 4.946 -0.950
H 3.213 4.093 -3.227
H 2.313 3.072 -1.130
H 1.526 2.570 -2.619
H 0.456 4.832 -0.827
H 0.056 3.156 -0.856
H -2.281 4.491 -3.452
H -1.899 5.344 -1.908
H -2.185 3.548 -2.050
C -7.160 -3.899 4.235
O -7.542 -2.709 4.934
C -6.739 -1.531 4.657
C -7.014 -0.853 3.322
N -5.831 -0.155 2.739
C -6.148 0.518 1.486
C -4.788 1.061 0.891
O -4.198 2.027 1.753
C -2.809 2.269 1.412
H -6.361 -4.454 4.726
H -6.907 -3.761 3.184
H -7.993 -4.602 4.244
H -5.676 -1.552 4.897
H -6.953 -0.676 5.298
H -7.972 -0.336 3.381
H -7.250 -1.653 2.621
H -5.312 0.465 3.344
H -6.740 1.380 1.793
H -6.660 -0.140 0.784
H -4.948 1.514 -0.087
H -4.113 0.270 0.564
H -2.601 2.588 0.390
H -2.186 1.407 1.652
H -2.351 2.982 2.097
C 0.823 -4.302 4.229
O 0.989 -3.406 3.133
C 2.109 -2.562 3.284
C 2.501 -2.162 1.920
N 2.627 -3.182 0.852
C 3.688 -4.146 1.078
C 5.044 -3.561 0.763
O 4.985 -2.921 -0.485
C 6.273 -2.462 -0.859
H 1.753 -4.850 4.383
H 0.000 -5.000 4.078
H 0.563 -3.881 5.201
H 2.942 -2.995 3.838
H 1.796 -1.698 3.871
H 3.453 -1.644 2.035
H 1.766 -1.424 1.596
H 2.852 -2.710 -0.012
H 3.561 -5.019 0.439
H 3.790 -4.519 2.097
H 5.758 -4.383 0.734
H 5.361 -2.784 1.458
H 6.140 -1.912 -1.791
H 6.984 -3.270 -1.030
H 6.803 -1.725 -0.255
C 3.453 0.611 -0.459
O 4.795 0.549 -0.788
C 5.064 1.562 -1.743
C 6.513 1.473 -2.174
N 7.281 1.450 -0.913
C 8.771 1.227 -1.032
C 9.342 0.799 0.326
O 8.898 -0.524 0.629
C 9.559 -1.549 0.048
H 2.750 0.498 -1.284
H 3.219 1.547 0.049
H 3.186 -0.169 0.253
H 4.884 2.579 -1.394
H 4.517 1.367 -2.665
H 6.876 2.320 -2.757
H 6.716 0.585 -2.773
H 6.866 0.631 -0.492
H 9.278 2.146 -1.326
H 8.885 0.529 -1.862
H 9.050 1.405 1.183
H 10.430 0.853 0.320
H 10.624 -1.509 0.277
H 9.592 -1.514 -1.040
H 9.145 -2.501 0.381
C -3.283 -0.761 -6.832
O -3.513 -0.430 -5.476
C -3.985 0.866 -5.326
C -3.998 1.158 -3.828
N -4.500 0.163 -2.899
C -5.920 -0.274 -3.168
C -6.905 0.894 -2.899
O -7.048 1.220 -1.499
C -8.354 1.751 -1.172
H -2.665 -1.653 -6.941
H -2.901 -0.036 -7.550
H -4.297 -0.949 -7.186
H -4.988 0.990 -5.736
H -3.356 1.615 -5.806
H -4.507 2.094 -3.599
H -2.984 1.364 -3.487
H -4.368 0.528 -1.967
H -6.212 -1.172 -2.623
H -6.148 -0.522 -4.205
H -7.849 0.508 -3.285
H -6.621 1.797 -3.439
H -9.122 1.000 -1.360
H -8.666 2.639 -1.722
H -8.430 2.050 -0.127
*
```